(1)
{"formula": "C3H9N5", "method": "ωB97M-V with the def2-TZVPD basis set", "relative_energy_ev": 5.793, "multiplicity": 1, "smiles": "N/N=C\\CN/C=N\\N", "homo_ev": -8.530, "elements": ["C", "C", "C", "H", "H", "H", "H", "H", "H", "H", "H", "H", "N", "N", "N", "N", "N"], "xyz": [[-1.20668, -1.08363, -0.40341], [-0.16586, -1.15377, 0.63274], [2.01727, -0.16068, -0.47979], [-3.06865, 1.49285, 0.11847], [-1.29807, 1.35138, 0.83671], [-1.07208, -1.69965, -1.20168], [-0.04700, -2.20221, 1.15048], [-0.18900, -0.44265, 1.56272], [1.38361, -1.96198, -0.40493], [2.77877, -0.57503, -1.10248], [0.03719, 1.55387, -0.66645], [1.01290, 2.46623, 0.64685], [-2.09540, 1.09273, -0.04320], [-2.03549, -0.10828, -0.66350], [1.20477, -1.13578, 0.12273], [2.06491, 1.13240, -0.39031], [0.67883, 1.43417, 0.28506]], "forces_ev_per_angstrom": [[-0.965, 4.139, 1.440], [1.776, -0.834, 4.236], [-0.248, 1.315, 0.688], [1.918, -1.115, -0.534], [-3.177, -1.372, -2.976], [-0.211, -2.328, -1.966], [-1.330, 1.575, -0.934], [-0.482, -1.200, -2.170], [0.077, -0.799, -0.003], [0.675, -0.570, -0.127], [2.048, 0.349, 3.219], [-1.978, -2.900, -1.330], [1.528, 1.285, 3.738], [0.042, -0.745, 0.016], [1.319, 1.217, -1.657], [-2.874, -2.297, 0.740], [1.880, 4.278, -2.380]], "lowdin_charge": [-0.17, -0.24, -0.27, 0.11, 0.15, 0.07, 0.14, 0.13, 0.09, 0.10, 0.12, 0.12, -0.08, -0.08, -0.02, -0.03, -0.11]}

---

(2)
{"formula": "BrNO5S", "method": "ωB97M-V with the def2-TZVPD basis set", "relative_energy_ev": 0.744, "multiplicity": 1, "homo_ev": -10.528, "elements": ["N", "O", "O", "O", "O", "O", "S", "Br"], "xyz": [[1.07812, 0.42832, 0.14529], [0.92866, 1.49112, -0.34091], [1.96452, -0.08389, 0.73530], [-0.31307, -1.85011, 0.74553], [-0.74161, -0.77434, -1.45222], [-1.73780, 0.45175, 0.74671], [-0.42936, -0.70899, -0.07562], [-3.16947, -0.49491, 0.52200]], "forces_ev_per_angstrom": [[-0.802, -0.545, 0.187], [0.123, 0.835, -0.353], [0.634, -0.128, 0.296], [0.337, -0.014, 0.271], [0.184, 0.229, -0.256], [4.410, -0.862, -1.225], [-2.246, 1.525, 1.134], [-2.639, -1.040, -0.055]], "lowdin_charge": [-0.44, 0.14, 0.14, -0.25, -0.26, -0.85, 0.71, 0.81]}

---

(3)
{"formula": "C54H119N5O8", "method": "ωB97M-V with the def2-TZVPD basis set", "relative_energy_ev": 28.082, "multiplicity": 1, "homo_ev": -7.661, "elements": ["C", "C", "C", "C", "C", "C", "N", "O", "C", "C", "C", "H", "H", "H", "H", "H", "H", "H", "H", "H", "H", "H", "H", "H", "H", "H", "H", "H", "H", "H", "C", "C", "C", "C", "C", "C", "N", "O", "C", "C", "C", "H", "H", "H", "H", "H", "H", "H", "H", "H", "H", "H", "H", "H", "H", "H", "H", "H", "H", "H", "C", "C", "C", "C", "C", "C", "N", "O", "C", "C", "C", "H", "H", "H", "H", "H", "H", "H", "H", "H", "H", "H", "H", "H", "H", "H", "H", "H", "H", "H", "C", "C", "C", "C", "C", "C", "N", "O", "C", "C", "C", "H", "H", "H", "H", "H", "H", "H", "H", "H", "H", "H", "H", "H", "H", "H", "H", "H", "H", "H", "C", "C", "C", "C", "C", "C", "N", "O", "C", "C", "C", "H", "H", "H", "H", "H", "H", "H", "H", "H", "H", "H", "H", "H", "H", "H", "H", "H", "H", "H", "C", "C", "C", "O", "H", "H", "H", "H", "H", "H", "H", "H", "C", "C", "C", "O", "H", "H", "H", "H", "H", "H", "H", "H", "C", "C", "C", "O", "H", "H", "H", "H", "H", "H", "H", "H"], "xyz": [[4.39781, 3.19863, -0.57005], [4.66835, 2.81467, 0.85497], [6.05555, 3.46757, 1.24581], [6.00992, 5.08885, 1.37306], [4.89529, 5.46110, 2.35277], [3.49518, 4.72191, 2.10973], [3.61770, 3.30307, 1.77151], [2.39029, 2.65749, 1.69126], [2.71473, 4.83912, 3.39971], [2.74356, 5.50602, 0.94536], [4.96174, 1.26529, 0.90533], [4.54600, 4.24260, -0.84622], [3.36445, 2.91853, -0.77450], [5.03262, 2.65886, -1.27273], [6.21604, 3.16250, 2.27986], [6.96252, 3.21168, 0.69805], [5.68522, 5.44397, 0.39502], [6.94490, 5.61209, 1.57336], [4.83587, 6.54467, 2.25060], [5.28319, 5.16155, 3.32637], [3.45237, 4.32501, 4.01589], [2.70109, 5.83017, 3.85328], [1.76229, 4.30944, 3.41948], [2.57534, 6.57000, 1.11195], [3.17895, 5.38564, -0.04663], [1.71749, 5.17689, 0.78119], [3.98187, 0.82847, 0.71261], [5.30023, 0.92431, 1.88372], [5.65173, 1.04300, 0.09133], [2.26195, 2.44144, 2.61778], [-2.39422, -2.30615, -8.08961], [-2.37402, -0.97036, -7.31466], [-3.80116, -0.79868, -6.85971], [-4.00195, 0.41063, -5.89994], [-3.16500, -0.03526, -4.59761], [-1.64810, -0.19099, -4.89967], [-1.45541, -0.98874, -6.19345], [-0.13176, -1.08673, -6.62931], [-1.02908, 1.17803, -5.07217], [-0.90386, -0.92946, -3.73181], [-2.12517, 0.17801, -8.40017], [-2.12209, -3.12375, -7.42210], [-1.53242, -2.42106, -8.74702], [-3.28151, -2.53405, -8.68028], [-4.37105, -0.42323, -7.70962], [-4.37742, -1.69328, -6.62369], [-5.05200, 0.44034, -5.60907], [-3.72888, 1.38495, -6.30521], [-3.51125, -1.03657, -4.34150], [-3.28459, 0.53116, -3.67404], [-1.63854, 1.74768, -5.77370], [-1.12799, 1.91990, -4.27974], [0.02250, 1.05649, -5.33200], [-1.28025, -0.71136, -2.73238], [-0.95285, -2.01589, -3.80499], [0.16991, -0.76357, -3.81889], [-1.10842, 0.02342, -8.76130], [-2.16159, 1.17246, -7.95535], [-2.88439, 0.00418, -9.16271], [-0.09194, -1.98886, -6.30349], [2.84739, 0.39249, -1.63036], [1.89713, -0.02021, -0.45164], [1.33521, 1.34178, 0.14624], [0.24233, 1.25896, 1.18722], [-0.85319, 0.54010, 0.49684], [-0.48047, -0.84646, -0.15382], [0.73459, -0.73353, -0.98637], [1.05842, -1.93241, -1.60938], [-0.39370, -1.91821, 1.00076], [-1.64129, -1.16115, -1.11716], [2.57703, -0.71922, 0.75913], [2.15402, 0.78723, -2.37300], [3.30658, -0.29410, -2.34158], [3.62881, 1.07863, -1.30371], [2.13074, 1.93198, 0.60109], [0.92852, 1.98941, -0.63047], [0.02154, 2.29537, 1.44259], [0.50791, 0.69011, 2.07828], [-1.21375, 1.18454, -0.30490], [-1.60852, 0.51325, 1.28224], [-0.15094, -1.59941, 2.01443], [-1.37664, -2.38303, 1.07733], [0.26988, -2.75570, 0.78540], [-1.71496, -0.31274, -1.79750], [-1.48852, -1.99396, -1.80360], [-2.60765, -1.39341, -0.66959], [2.77584, -1.79045, 0.72692], [2.06456, -0.64319, 1.71813], [3.49380, -0.22826, 1.08561], [1.61572, -2.36599, -0.95898], [-2.99630, 1.56970, 6.30564], [-2.19718, 1.86780, 4.94634], [-3.12603, 2.75990, 4.11032], [-2.51117, 3.37465, 2.83033], [-1.29119, 4.22400, 3.17643], [-0.29799, 3.49161, 4.16111], [-0.98217, 2.68868, 5.21560], [-0.02809, 2.15970, 6.08557], [0.54258, 2.57199, 3.28782], [0.62702, 4.56419, 4.78187], [-1.88834, 0.53409, 4.23376], [-2.82378, 0.56366, 6.68804], [-4.07901, 1.63753, 6.19960], [-2.82285, 2.24761, 7.14137], [-3.94018, 2.09671, 3.81804], [-3.45591, 3.62226, 4.68963], [-3.25848, 4.03013, 2.38315], [-2.31005, 2.66265, 2.02990], [-1.50087, 5.22693, 3.54828], [-0.80856, 4.30966, 2.20285], [1.32720, 3.10303, 2.74887], [1.04233, 1.87368, 3.95917], [0.08253, 2.04184, 2.45393], [1.04350, 5.39134, 4.20701], [0.11368, 4.95503, 5.66040], [1.52869, 4.15579, 5.23828], [-2.80861, -0.02892, 4.07807], [-1.31656, 0.01334, 5.00187], [-1.20792, 0.60056, 3.38483], [-0.35282, 2.41797, 6.95127], [-2.17561, -1.73179, 3.38955], [-2.92317, -2.99448, 2.91104], [-4.04917, -3.31139, 3.96995], [-5.18327, -4.31852, 3.57780], [-5.84611, -3.76980, 2.27255], [-4.78415, -3.41566, 1.11365], [-3.55108, -2.69511, 1.64234], [-2.61205, -2.29359, 0.65402], [-4.41344, -4.71463, 0.39573], [-5.54852, -2.38166, 0.17102], [-1.91586, -4.21041, 2.82897], [-2.83435, -0.87231, 3.26511], [-1.20336, -1.51504, 2.94698], [-2.06756, -1.68445, 4.47314], [-3.43615, -3.72339, 4.77155], [-4.45288, -2.41295, 4.43678], [-5.89191, -4.58703, 4.36128], [-4.84366, -5.32016, 3.31422], [-6.35735, -2.84551, 2.54169], [-6.70011, -4.41902, 2.07946], [-4.50619, -5.58005, 1.05188], [-5.04134, -4.77101, -0.49348], [-3.34456, -4.77050, 0.18960], [-4.95692, -2.16592, -0.71867], [-6.36587, -2.90196, -0.32832], [-5.74655, -1.45932, 0.71706], [-1.45529, -4.45446, 3.78625], [-1.11096, -3.93893, 2.14593], [-2.43118, -5.08663, 2.43551], [-2.87240, -1.37635, 0.54231], [3.10335, -2.20939, -5.90971], [2.27444, -1.71859, -4.73109], [2.60879, -0.30598, -4.24288], [0.96655, -1.79068, -5.20048], [4.04414, -2.68911, -5.63974], [3.19709, -1.44547, -6.68155], [2.63381, -3.12483, -6.26970], [2.27448, -2.30442, -3.81190], [2.40289, 0.48316, -4.96604], [3.69647, -0.29565, -4.17266], [2.16078, 0.00243, -3.29827], [0.76715, -0.91285, -5.53403], [3.11871, -1.29917, 3.22702], [2.24946, -0.40342, 4.11725], [3.08872, 0.71518, 4.77606], [1.32762, 0.28626, 3.32218], [2.59024, -2.10184, 2.71268], [3.96412, -1.78612, 3.71309], [3.68876, -0.60175, 2.61322], [1.70144, -1.05039, 4.80224], [2.55090, 1.41950, 5.41071], [3.57348, 1.27661, 3.97737], [3.82887, 0.12769, 5.31932], [0.89249, -0.36167, 2.76321], [2.39077, -4.67279, -3.89948], [1.15887, -5.13161, -3.03536], [0.31481, -3.98442, -2.47353], [0.24928, -5.82831, -3.85756], [3.20802, -5.37648, -3.74134], [2.66830, -3.78340, -3.33374], [2.20194, -4.33920, -4.91986], [1.46999, -5.71193, -2.16671], [0.02007, -3.35613, -3.31406], [0.97851, -3.47265, -1.77663], [-0.57164, -4.44125, -2.03351], [-0.59546, -5.87298, -3.40368]], "forces_ev_per_angstrom": [[-0.651, -0.151, -1.273], [2.600, 0.604, -0.082], [-0.439, 2.602, 1.982], [-1.559, -2.115, -1.297], [0.394, -1.305, -0.670], [-0.096, 2.651, -2.211], [3.377, 0.367, 1.071], [4.169, 2.830, 1.643], [2.679, -0.980, -0.785], [-0.351, -0.274, -0.045], [-1.476, 1.999, 0.100], [-0.092, 0.000, 0.453], [0.004, 0.306, -0.424], [0.062, -0.218, 0.049], [0.278, -0.330, 0.165], [-0.560, -0.539, -0.526], [0.177, 0.203, -0.246], [0.118, -0.478, 0.304], [-0.749, -0.005, 0.560], [-0.304, 0.266, 0.377], [-0.493, -0.505, 0.891], [-0.256, 0.228, -0.620], [1.820, 0.784, -0.942], [0.569, 0.146, 0.391], [0.357, 0.146, 0.263], [-0.158, -0.621, 0.364], [1.293, 0.802, -0.392], [0.234, 0.142, -0.026], [0.014, -0.198, 0.268], [0.651, -1.447, 0.107], [1.962, -0.615, 0.178], [-0.851, 0.758, -1.420], [-1.452, 2.535, -0.314], [0.815, -2.171, 2.471], [0.179, -0.331, -1.374], [0.245, -0.387, 0.059], [-2.761, 0.478, 0.869], [-4.450, 1.664, -4.575], [-0.466, 0.922, -0.311], [-0.368, 0.442, -1.321], [0.604, -1.243, 1.335], [-0.855, -0.170, 0.502], [0.042, 0.594, -0.534], [-0.112, 0.272, 0.301], [0.135, -0.394, -0.678], [0.516, -0.131, 0.864], [-0.068, 0.189, -0.047], [0.186, -0.244, -0.093], [-0.278, -0.158, -0.059], [0.013, 0.499, -0.217], [0.551, -0.245, -1.011], [0.339, -0.716, 1.054], [-0.095, 0.514, -0.322], [1.118, 0.398, -3.543], [-0.574, 0.192, -0.421], [-0.758, 0.500, 0.784], [-0.108, 0.108, -0.367], [-0.292, -0.011, -0.130], [0.291, 0.385, -0.198], [1.229, -0.404, -0.912], [-0.476, -0.100, 1.238], [-0.410, 0.887, 0.821], [0.823, -1.367, -2.010], [0.810, -2.261, -4.462], [-0.704, 0.003, -0.678], [-0.329, -0.468, 1.737], [-0.373, 2.204, -0.050], [0.489, 2.955, 1.001], [2.752, -0.083, -0.678], [-0.243, 0.391, 0.039], [-0.648, -0.032, -0.416], [0.134, 1.895, 1.604], [0.484, -0.939, 1.966], [-0.514, -0.054, -0.142], [-0.668, -2.119, -2.406], [-0.112, -0.249, -0.643], [-0.694, -0.510, -3.128], [-0.642, 1.527, -2.232], [-0.249, 0.019, -0.116], [-0.924, -0.956, -0.424], [0.875, 0.444, -0.785], [2.843, 0.383, 0.572], [0.572, 0.079, -0.353], [-0.899, 0.536, 2.201], [0.316, -0.358, 0.795], [0.907, 1.278, -2.314], [0.164, -0.162, -0.718], [-0.673, 0.302, -1.816], [-0.861, -1.378, -0.975], [0.474, -0.402, 0.503], [0.406, -0.162, -0.465], [0.450, 0.775, 0.354], [0.581, -0.099, -1.069], [-0.557, 0.295, 0.933], [0.310, -1.067, 0.423], [0.226, 0.118, -1.697], [-1.479, 2.214, -0.186], [0.140, -1.046, 0.007], [-0.370, 1.666, 3.563], [-1.431, 0.236, 3.051], [0.179, 2.531, 2.631], [0.298, -0.098, -0.086], [-0.065, -0.025, -0.608], [0.576, 0.301, -0.248], [-0.446, 0.299, 0.164], [-0.301, -0.248, 0.305], [-0.189, 0.077, 0.007], [0.315, -0.383, 0.246], [-0.448, -0.068, 0.033], [0.655, 0.542, 0.176], [-3.229, 1.029, 1.347], [-0.429, 1.037, -0.027], [-0.395, 1.188, 5.132], [-2.034, -0.118, 0.382], [-0.473, 0.337, 0.046], [-0.187, -0.503, 0.022], [0.577, 2.327, 1.061], [0.082, -0.303, -0.109], [-0.656, 0.293, -0.125], [0.105, 0.117, 0.174], [-1.346, -1.600, 0.044], [0.347, -0.977, 0.579], [0.646, -1.184, 0.360], [0.843, 0.691, -1.662], [0.875, 1.047, 1.495], [-0.627, 0.374, 0.299], [-2.435, -0.106, 0.985], [-7.376, -2.404, 1.379], [0.351, 0.147, 0.190], [1.545, -1.534, -0.093], [-0.679, 0.639, -0.279], [0.061, -2.154, -1.908], [-1.080, -0.296, 0.561], [0.129, -1.035, -0.065], [-0.170, -0.270, 0.303], [-0.304, 0.273, -0.543], [-0.161, 0.849, 0.175], [0.858, -0.014, 0.000], [0.169, 0.388, 0.045], [0.428, -0.317, -1.206], [-0.672, -0.084, -0.041], [0.295, -0.611, -0.077], [-0.044, 0.469, -0.726], [0.598, 0.330, 0.135], [-0.691, 0.268, 0.721], [-0.443, -0.219, -0.139], [-0.179, 0.084, 0.129], [-0.046, -0.226, 0.010], [0.079, -0.129, 0.082], [0.072, 0.160, 0.890], [0.668, -1.256, 0.864], [0.201, 0.467, 0.572], [0.232, -0.336, -1.781], [3.938, -2.003, 3.685], [0.713, 0.849, 0.200], [0.063, -0.172, 0.001], [-0.583, 0.489, -0.617], [0.649, -0.048, -0.504], [-0.290, -0.041, -0.530], [0.179, 0.234, 0.397], [-0.363, -1.380, -2.486], [0.261, 0.050, 0.174], [1.742, 0.211, 1.631], [0.821, -0.130, 0.538], [0.011, -1.556, -0.088], [0.618, -2.659, 0.957], [0.012, 0.353, 0.019], [-0.306, -0.196, 1.009], [-0.302, -0.593, -0.023], [0.044, 0.228, 0.600], [-0.149, -0.364, 0.078], [0.209, 0.034, -0.045], [0.356, 0.642, 0.374], [-0.030, -0.850, 0.504], [-0.750, -0.154, 2.467], [-1.035, 0.949, -1.133], [1.687, -1.671, -0.745], [0.170, -1.453, -0.903], [-0.050, -0.136, -0.690], [0.606, -0.239, -0.174], [-0.257, -0.679, 0.290], [0.421, -0.470, -0.110], [0.180, 0.071, 0.374], [-1.460, -1.813, -0.607], [-0.039, 0.247, 0.481], [0.002, -0.053, -0.008]], "lowdin_charge": [-0.05, -0.45, -0.09, -0.16, -0.13, -0.42, -0.05, -0.09, -0.08, -0.01, -0.01, 0.07, 0.08, 0.09, 0.10, 0.11, 0.08, 0.10, 0.12, 0.11, 0.11, 0.11, 0.02, 0.08, 0.05, 0.07, 0.02, 0.09, 0.10, 0.07, -0.04, -0.50, -0.17, -0.13, -0.10, -0.41, -0.07, -0.04, -0.02, -0.03, -0.01, 0.08, 0.07, 0.09, 0.10, 0.12, 0.10, 0.09, 0.11, 0.11, 0.07, 0.09, 0.08, -0.01, 0.08, 0.07, 0.07, 0.06, 0.08, 0.10, -0.01, -0.35, -0.08, -0.23, -0.09, -0.33, -0.08, -0.08, -0.02, -0.03, -0.05, 0.07, 0.06, 0.06, 0.01, 0.14, 0.11, 0.06, 0.13, 0.11, 0.05, -0.04, 0.09, 0.07, 0.09, 0.07, 0.10, 0.03, 0.02, 0.08, -0.01, -0.43, -0.13, -0.16, -0.10, -0.39, -0.11, -0.01, -0.10, -0.08, -0.06, 0.07, 0.07, 0.07, 0.12, 0.12, 0.11, 0.10, 0.12, 0.11, 0.05, 0.09, -0.01, 0.06, 0.09, 0.08, 0.05, 0.10, 0.08, 0.10, -0.07, -0.44, -0.10, -0.16, -0.13, -0.41, -0.06, -0.11, -0.03, -0.03, 0.01, 0.06, 0.05, 0.09, 0.10, 0.11, 0.10, 0.09, 0.10, 0.11, 0.07, 0.08, 0.08, 0.07, 0.08, 0.08, 0.08, 0.06, 0.07, 0.09, -0.03, -0.46, -0.07, -0.17, 0.08, 0.09, 0.07, 0.09, 0.10, 0.10, 0.00, 0.02, -0.07, -0.40, 0.00, -0.18, 0.09, 0.10, 0.05, 0.14, 0.08, 0.08, 0.09, 0.05, -0.01, -0.44, -0.05, -0.06, 0.08, 0.05, 0.07, 0.13, 0.07, 0.05, 0.09, 0.07]}